Entry from the Open Molecules 2025 dataset: a 15-piece molecular cluster, C72H141N15O6 overall at a distorted geometry (the ωB97M-V functional and the def2-TZVPD basis).

Cartesian coordinates (Å):
O: 6.928 -1.075 1.042
O: -0.971 -0.208 2.928
O: -4.139 -0.078 -2.252
O: 0.265 -5.135 1.107
O: 2.582 6.777 -0.952
O: 0.719 -2.094 -7.237
N: -2.122 -2.995 -1.640
N: -6.752 3.341 4.629
N: -3.199 1.906 6.098
N: 0.934 -1.494 -5.948
N: -6.044 -1.281 3.407
N: -4.783 0.201 -3.501
N: 1.343 -5.890 0.734
N: -3.394 -3.536 2.114
N: -0.111 -3.385 3.644
N: 1.633 -2.979 6.395
N: 5.806 -0.264 0.723
N: 0.543 2.251 5.018
N: -1.361 0.080 1.644
N: 2.536 6.139 0.323
N: -8.037 3.495 -0.166
C: 5.472 -1.268 -1.352
C: 2.320 -6.141 3.190
C: 1.141 -2.489 -4.850
C: 4.710 7.038 0.632
C: -2.782 -5.340 -0.680
C: 3.347 6.994 1.245
C: -1.383 2.497 2.312
C: 2.281 -1.379 4.436
C: 0.632 -7.764 2.257
C: -2.917 3.010 5.989
C: -6.127 0.096 5.614
C: 5.604 0.323 3.069
C: 1.772 -6.821 1.928
C: 6.986 0.703 -1.248
C: 7.103 1.723 1.596
C: -8.845 2.895 3.265
C: -6.123 -0.553 4.296
C: -0.450 0.267 6.324
C: 1.290 0.630 -7.026
C: -5.088 0.741 -6.292
C: 5.720 0.066 -0.705
C: -5.214 -2.406 0.632
C: 2.333 -0.622 -3.608
C: 2.854 8.401 1.492
C: -4.910 -1.007 -4.370
C: -2.174 1.309 1.653
C: -1.117 -3.455 4.247
C: 2.718 -3.807 0.841
C: -5.661 -0.531 -5.602
C: -7.288 2.636 -0.022
C: -2.407 -4.010 -1.227
C: 1.056 0.832 1.147
C: -7.743 3.131 4.076
C: 1.220 -1.674 -3.536
C: 3.482 6.138 2.585
C: -1.357 1.757 -0.730
C: -3.600 -1.715 -4.799
C: -0.116 -3.355 -4.944
C: 1.813 -2.306 5.482
C: 4.000 -6.846 0.751
C: 0.319 -1.442 0.941
C: -5.777 -1.936 -3.516
C: 0.162 6.868 0.839
C: 4.509 2.133 -0.037
C: 4.493 0.897 -0.974
C: 2.932 -7.701 1.347
C: 3.405 -5.971 -0.430
C: -6.361 1.573 0.250
C: -3.492 0.949 2.483
C: -0.001 1.375 5.538
C: 3.301 -0.897 -6.506
C: 5.856 0.877 1.700
C: -2.316 -3.526 5.041
C: 2.044 0.343 -4.731
C: -2.483 4.365 5.794
C: -4.352 2.494 -3.008
C: 2.272 -3.495 -5.062
C: -0.189 -0.021 0.795
C: 2.105 5.707 3.017
C: 1.861 -0.361 -6.085
C: 1.499 -4.533 -1.143
C: 4.602 1.731 1.413
C: -2.593 1.587 0.163
C: -4.203 -2.963 1.539
C: 1.269 4.981 1.969
C: -2.613 1.332 -4.444
C: 1.161 5.774 0.664
C: 0.681 4.958 -0.530
C: -4.897 1.834 -5.307
C: -0.620 0.420 -0.636
C: 2.260 -5.056 0.038
C: -4.142 1.407 -4.044
H: -2.084 3.402 2.496
H: -6.517 1.084 5.439
H: 3.151 -5.459 3.108
H: -3.380 5.050 5.634
H: 3.168 -1.799 -7.105
H: -5.344 -2.211 -2.551
H: -1.060 2.257 3.375
H: 3.701 1.157 1.543
H: -2.436 -2.629 5.650
H: 4.800 -7.411 0.249
H: -2.179 -5.379 0.222
H: 0.245 7.658 0.111
H: 0.223 0.916 -6.829
H: 5.574 -1.195 -2.464
H: 1.342 4.320 -1.013
H: 3.872 -1.118 -5.617
H: -3.951 1.859 2.657
H: 4.727 -0.311 3.086
H: 7.986 1.044 1.454
H: 3.032 -1.794 3.677
H: -1.309 0.572 6.946
H: -4.157 0.226 1.925
H: 1.467 -2.357 -2.669
H: -2.266 -4.378 5.740
H: -3.228 -3.636 4.448
H: 2.221 5.170 3.952
H: -5.654 -1.294 -6.372
H: -6.666 -1.341 -3.349
H: 6.993 2.410 0.770
H: 4.159 5.286 2.452
H: -2.403 0.832 -5.394
H: 7.082 1.748 -1.160
H: -4.695 -1.797 -0.129
H: 7.040 0.517 -2.320
H: -3.189 2.480 0.232
H: -1.879 4.426 4.894
H: -2.159 0.670 -3.660
H: 2.031 -4.386 -4.512
H: 0.159 -8.100 1.350
H: -0.854 6.487 0.775
H: 1.047 0.828 -4.463
H: 3.580 2.701 -0.182
H: -6.680 -0.300 -5.357
H: 2.232 -4.039 -1.769
H: -4.410 2.768 -5.721
H: -4.177 0.429 -6.773
H: 3.200 -6.676 -1.227
H: 1.545 -2.361 -7.606
H: -6.895 0.673 -0.147
H: -0.762 2.627 -0.399
H: 0.297 4.893 2.472
H: 3.731 9.058 1.666
H: 1.883 1.511 -7.203
H: 1.024 -8.624 2.791
H: -0.158 -7.328 2.833
H: 3.422 -4.095 1.608
H: 3.077 6.111 -1.403
H: -5.137 0.221 6.045
H: 0.402 -0.008 6.958
H: 5.306 2.802 -0.396
H: -3.268 0.544 3.472
H: -2.220 2.354 -4.367
H: 2.666 -7.020 3.740
H: -5.943 1.524 1.275
H: -3.013 -1.872 -3.896
H: 5.400 1.122 3.728
H: 1.062 -1.763 0.214
H: -5.588 -3.273 0.076
H: 3.652 0.266 -0.714
H: -6.016 -1.859 1.102
H: -0.558 2.790 1.680
H: -0.269 4.440 -0.377
H: 4.651 7.785 -0.103
H: 2.817 1.137 -4.840
H: -6.145 -2.721 -4.179
H: 6.502 -1.951 1.009
H: 1.430 -0.896 3.864
H: 0.958 1.866 0.809
H: -0.421 -2.167 0.581
H: 0.635 -1.747 1.948
H: -9.091 3.839 2.813
H: -3.950 2.226 -2.012
H: 5.034 6.068 0.104
H: -0.211 -3.688 -5.954
H: 2.788 -0.559 5.022
H: -5.517 1.764 -0.454
H: 3.266 -3.060 0.236
H: 6.139 -1.960 -0.914
H: -3.159 0.747 -0.255
H: 3.183 -8.475 2.126
H: 4.434 -6.127 1.483
H: 1.139 0.113 -7.967
H: -6.779 -0.385 6.355
H: 3.954 -0.333 -7.154
H: 3.254 -3.164 -4.638
H: -5.401 2.501 -2.867
H: 0.391 5.709 -1.285
H: 1.583 6.616 3.236
H: 1.053 -5.311 -1.783
H: 0.307 0.460 -1.236
H: 1.899 -3.278 1.323
H: 6.397 -0.219 3.577
H: 4.469 -1.528 -1.055
H: -1.153 -0.404 -1.046
H: 0.492 -4.548 1.846
H: 4.555 2.566 2.071
H: -9.657 2.499 3.919
H: 2.285 8.473 2.423
H: -0.962 -1.158 2.962
H: 4.127 -5.268 -0.807
H: -3.819 -5.371 -0.457
H: 1.725 4.026 1.797
H: 1.528 -5.620 3.813
H: 2.394 -0.075 -2.662
H: 2.295 8.798 0.639
H: 4.413 1.217 -1.981
H: 3.280 -1.039 -3.810
H: 0.234 7.337 1.871
H: 2.385 -8.282 0.497
H: -1.619 2.046 -1.730
H: 3.855 6.901 3.268
H: -3.796 -2.711 -5.199
H: -3.340 -0.674 -2.510
H: 1.216 0.808 2.219
H: -1.013 -2.723 -4.648
H: -2.414 -6.083 -1.343
H: -3.872 3.408 -3.312
H: 5.484 7.380 1.344
H: -8.674 2.136 2.468
H: 0.253 -1.165 -3.389
H: -1.896 4.698 6.651
H: 2.428 -3.681 -6.127
H: -0.128 -4.148 -4.200
H: 7.309 2.204 2.521
H: 0.660 -3.925 -0.789
H: 1.817 0.316 0.624
H: -3.036 -1.113 -5.477
H: 7.963 0.443 -0.838
H: -0.817 -0.426 5.545
H: -5.867 2.176 -4.916
H: -5.856 1.125 -6.979

Forces on the atoms, in the same order (eV/Å):
-0.30 -0.79 -0.67
0.48 0.36 2.18
1.61 -2.13 -1.18
-1.98 0.42 0.68
-0.67 0.42 0.32
-1.33 0.54 1.25
0.48 2.05 -0.80
-0.69 -0.08 -0.04
-0.25 -0.36 0.16
0.04 0.47 -0.15
-0.30 0.69 -0.02
0.65 0.40 -0.27
0.06 -2.69 2.26
0.23 -0.04 0.27
-2.80 -0.21 1.43
-0.32 0.01 -0.02
-0.97 1.39 1.55
-0.49 -0.39 0.17
-0.89 0.28 -1.45
0.61 0.79 0.80
-0.02 -0.08 -0.15
-0.27 0.52 -1.27
-1.58 -0.12 1.02
-0.69 -0.23 -0.63
1.45 -1.08 -0.42
1.68 1.95 0.22
0.09 -2.88 0.84
-2.13 0.48 1.41
0.22 1.13 -0.50
0.09 0.22 -0.17
0.05 -0.30 -0.17
-0.48 0.44 -0.16
0.42 -0.97 0.65
1.18 1.09 -1.86
0.98 -0.28 -1.08
1.01 -1.61 -0.40
-2.41 -1.49 -0.77
0.49 -1.30 0.98
-0.94 -0.08 -0.11
-1.93 -0.15 -1.66
-0.93 -0.78 0.40
1.33 -0.43 -0.03
0.90 -0.41 -0.96
-1.13 0.68 0.19
0.35 0.76 0.53
0.40 0.15 0.57
-0.58 -0.78 0.46
2.77 0.20 -1.80
0.96 -0.17 -0.13
0.14 0.81 -0.71
-0.52 1.03 0.82
-1.02 -2.44 0.75
-1.51 0.48 0.50
3.33 0.27 1.17
0.82 -0.70 0.23
-0.72 1.36 -1.58
-0.07 -0.06 1.45
-0.65 0.29 1.33
-1.55 1.68 1.85
0.87 0.07 -0.54
0.77 1.52 -1.23
-0.82 -1.63 -1.44
-0.71 0.50 -1.15
-0.60 1.60 1.91
-0.41 0.55 -1.33
0.15 1.07 2.57
-2.52 -1.21 -0.87
0.45 0.05 1.75
0.72 -0.73 -1.46
1.75 -1.52 -1.32
1.26 1.73 -0.18
-0.99 -0.18 -0.44
-1.39 -0.43 -0.75
-0.83 -0.40 0.92
-1.61 0.70 0.38
-1.08 1.52 -0.25
1.16 -1.00 0.98
1.65 1.17 0.55
0.65 1.40 -0.56
0.47 0.21 0.06
1.86 -0.24 0.96
-0.42 -0.17 -0.98
0.55 -0.67 -1.37
1.05 -0.01 0.96
-0.60 0.30 -0.45
0.25 0.36 0.85
-0.63 -1.26 1.83
0.41 -1.04 -0.11
-2.41 1.65 -0.23
0.07 1.52 1.21
1.82 -0.11 -0.10
0.50 -0.34 -0.38
1.22 0.38 -1.27
0.94 -1.20 -0.74
-0.07 0.58 0.26
0.19 0.08 -0.41
1.11 -0.91 0.37
0.20 -0.28 0.29
0.05 -0.33 -0.48
-0.09 -0.03 -1.69
-0.29 -0.54 0.65
0.20 0.08 -0.05
-0.04 -0.03 0.66
-0.12 -0.38 0.43
0.17 0.26 -0.36
0.99 -0.09 0.61
-0.12 -0.34 0.91
1.60 -1.35 -0.41
0.15 -0.35 0.07
-1.49 1.88 0.25
-0.22 -0.20 -0.24
-0.70 0.67 -0.16
-1.20 0.20 1.30
0.41 -0.18 -0.28
0.80 0.80 0.53
-0.71 0.62 -0.98
0.16 0.28 -0.31
0.43 0.01 -0.21
-0.46 -0.43 0.13
-0.16 -0.49 0.04
-0.31 0.11 0.55
0.40 0.33 0.07
0.05 0.34 -0.06
-0.13 0.49 0.01
-0.68 1.53 0.13
-0.18 0.04 0.40
0.07 -0.10 -0.16
-0.51 0.46 -0.33
0.21 -0.08 -0.08
0.22 0.81 -0.58
-0.11 -0.63 -0.08
0.00 -0.27 -0.54
-0.09 -0.23 -0.06
1.14 -0.21 -0.48
0.08 -0.02 -0.01
-0.70 -0.08 0.33
-0.15 0.67 -0.21
-0.35 -1.05 0.25
0.39 0.33 -0.60
-0.79 0.16 -0.26
1.35 -0.38 -0.31
0.83 0.22 0.82
-0.01 -0.76 0.12
-0.06 -0.47 -0.63
-0.41 -0.27 -0.23
0.37 0.27 0.17
0.01 -0.12 0.13
-0.34 0.50 0.57
0.23 -0.09 0.39
0.49 -0.34 -1.02
0.20 -0.15 -0.31
-0.40 -0.64 -0.32
-0.09 -0.07 0.36
0.20 -0.12 -0.23
0.21 -0.45 -0.26
0.04 0.34 0.55
-0.70 -0.07 -0.59
0.39 -0.18 -0.02
-0.36 1.20 0.80
0.77 0.90 0.04
-0.30 0.16 0.10
-0.45 0.02 -0.05
0.05 -0.02 0.31
0.15 0.22 0.24
0.22 -0.04 0.55
0.36 0.99 -1.34
-0.49 -0.48 0.07
0.39 -0.65 0.48
0.64 0.36 0.34
0.87 -0.68 0.71
0.26 -0.11 0.02
-0.74 0.08 0.65
0.00 0.43 -0.46
-0.59 0.25 -0.38
0.13 0.05 -0.68
-0.52 1.28 1.11
-0.26 -0.54 -0.45
-0.36 -0.65 -0.82
-0.30 -0.45 0.54
-0.39 -0.40 -0.09
0.84 -1.06 -0.23
-0.20 0.20 0.41
0.30 0.91 -0.77
-0.03 -0.76 -0.29
0.35 0.11 -0.60
0.15 -0.21 -0.55
-0.21 1.02 -0.08
-0.63 -0.04 -0.44
-1.25 0.86 0.10
0.25 -0.29 0.03
-0.49 0.62 0.53
0.20 -0.14 0.41
-0.15 0.01 0.15
0.03 -0.25 -0.10
0.44 -0.22 -0.45
-0.44 -0.53 -0.25
-1.05 -0.57 -0.58
0.07 0.02 0.19
0.11 0.80 0.59
0.21 0.49 -0.67
-0.32 0.01 -0.31
-0.24 -0.83 0.12
0.86 0.04 -0.21
-0.87 -0.24 0.07
-0.03 -0.80 -0.23
0.77 -0.60 -0.75
0.04 -0.13 -0.03
0.07 -0.08 0.24
0.07 0.08 -1.14
1.19 -0.90 0.24
-0.04 -0.37 -1.23
1.16 0.71 1.20
-0.29 -0.36 -0.73
0.44 -0.49 0.47
-0.11 0.16 -0.15
-1.56 1.32 0.96
0.28 0.11 0.23
0.92 -0.63 -0.70
-0.07 -0.80 -0.63
-0.32 0.61 -0.19
-0.35 -0.40 -0.12
0.13 0.62 0.58
0.25 -0.29 0.16
-0.09 0.06 -0.10
-0.11 -0.36 0.20
0.28 -0.32 -0.15
-0.07 0.84 0.77
0.43 0.36 -0.43
1.22 -0.04 -0.37
0.42 0.12 -0.56
-0.36 -1.01 0.24
0.37 -0.47 0.87
-0.13 -0.11 -0.44
0.52 -0.53 -0.43

Summary:
E_tot, eV: -111575.68295
HOMO-LUMO gap, eV: 8.5
Relative energy (zero: lowest compared OMol25 entry of this formula, charge and spin), kcal per mole: 38.7
HOMO level, eV: -7.9919